A 20-piece molecular cluster, C28H84N12O32S8 overall in a non-equilibrium geometry, computed with the ωB97M-V functional and the def2-TZVPD basis.

XYZ file:
```
164
Properties=species:S:1:pos:R:3:lowdin_charge:R:1
C 20.4133 12.6267 13.0372 0.02
N 21.3937 11.5136 13.0440 -0.41
O 22.4808 11.6969 13.5993 0.03
O 21.0811 10.5092 12.4405 0.07
H 19.9183 12.7098 13.9965 0.06
H 19.6303 12.5539 12.2811 0.09
H 21.0465 13.4094 12.7547 0.08
C 15.8586 14.0968 8.0898 0.07
N 15.6470 15.1246 9.1598 -0.38
O 16.3880 15.0864 10.1362 0.02
O 14.7300 15.9260 8.9339 0.06
H 15.1199 13.3549 8.1989 0.09
H 16.8082 13.6384 8.2173 0.08
H 15.7496 14.6141 7.1486 0.10
C 8.7558 13.4720 14.3505 0.04
N 9.3690 13.8218 15.6033 -0.40
O 10.0859 12.9516 16.1426 0.03
O 9.0774 14.8875 16.1487 0.07
H 9.3583 12.7937 13.7982 0.07
H 8.4691 14.2923 13.7835 0.09
H 7.8234 12.9611 14.6312 0.12
C 14.1758 8.6311 10.0197 0.04
N 14.7927 8.4772 11.3515 -0.42
O 15.9536 8.1145 11.4393 0.04
O 14.1282 8.7312 12.3258 0.07
H 14.2734 9.6795 9.7436 0.08
H 13.1168 8.3367 10.1159 0.11
H 14.8355 8.0703 9.2978 0.12
C 17.4244 7.7738 13.9890 0.08
N 17.1919 9.2829 13.6775 -0.39
O 18.0941 9.8547 13.0732 0.01
O 16.1430 9.8328 13.9805 0.03
H 18.2870 7.7108 14.6656 0.09
H 17.6916 7.3123 13.0788 0.06
H 16.4619 7.4184 14.3460 0.09
C 18.5484 10.3287 9.9471 0.09
N 17.1141 10.8557 9.7111 -0.43
O 16.4833 10.3508 8.8262 0.05
O 16.6780 11.7022 10.4404 0.06
H 18.4683 9.5328 10.6726 0.07
H 19.0893 11.1473 10.4594 0.09
H 18.9053 9.9961 9.0192 0.08
C 22.1218 10.1024 16.3950 0.08
N 20.6147 9.9834 16.1437 -0.38
O 20.1109 10.8352 15.3918 0.02
O 20.0380 9.1106 16.7435 0.07
H 22.5302 9.1112 16.5047 0.09
H 22.2182 10.6417 17.3423 0.08
H 22.5399 10.6737 15.5931 0.06
C 12.1049 15.0599 17.8249 0.01
N 13.1107 16.0486 17.9724 -0.45
O 14.2460 15.7925 17.6701 0.06
O 12.7634 17.1178 18.4539 0.06
H 12.4615 14.2792 18.4736 0.08
H 12.0572 14.6643 16.7898 0.08
H 11.1188 15.4454 18.1449 0.12
C 18.7957 16.7447 10.7044 0.04
N 19.6890 15.8505 9.8327 -0.41
O 19.3991 15.7601 8.6555 0.05
O 20.6097 15.2169 10.3538 0.03
H 18.5572 17.6212 10.1260 0.09
H 19.2411 17.0289 11.6183 0.06
H 17.9560 16.0943 10.9082 0.04
C 12.3740 11.8101 13.2952 0.02
N 11.8952 11.8656 11.8484 -0.43
O 12.6010 11.5429 10.9176 0.04
O 10.7681 12.2282 11.7196 0.07
H 13.3995 11.6779 13.4547 0.06
H 11.7625 10.9827 13.7095 0.11
H 12.0772 12.7284 13.7718 0.04
C 15.4365 12.8555 22.8290 0.05
N 14.9854 13.1811 21.4394 -0.43
O 15.4594 12.4995 20.5278 0.03
O 14.2490 14.1156 21.2844 0.06
H 14.6187 13.2246 23.4857 0.11
H 16.3802 13.3616 22.9568 0.08
H 15.6775 11.8006 22.8694 0.10
C 15.5967 18.4436 11.9056 0.05
N 16.7098 19.4342 12.0131 -0.38
O 16.4463 20.5021 12.6200 0.02
O 17.8326 19.1165 11.7214 0.06
H 15.9632 17.7468 11.1465 0.09
H 14.7463 19.0403 11.5797 0.11
H 15.4422 17.9444 12.8617 0.05
C 18.5513 12.9747 18.6634 -0.28
S 19.4309 13.0013 20.2126 0.84
O 18.3920 13.3020 21.2581 -0.58
C 19.9118 11.1970 20.2556 -0.21
H 19.1056 12.5862 17.8216 0.03
H 18.2223 13.9984 18.4599 0.02
H 17.6555 12.4070 18.8952 0.03
H 19.0663 10.5464 20.0273 0.06
H 20.3125 11.0550 21.2459 0.04
H 20.6639 11.0923 19.5016 0.01
C 14.0935 14.6648 12.1520 -0.29
S 12.8554 15.7327 12.7164 0.82
O 11.6471 14.9489 12.9450 -0.54
C 13.5650 15.9923 14.4160 -0.21
H 14.0831 13.8239 12.9253 0.06
H 14.9971 15.2546 12.1791 0.01
H 13.8245 14.2660 11.1845 0.05
H 12.8770 16.6259 15.0002 0.06
H 14.5625 16.3358 14.3396 -0.01
H 13.6310 14.9775 14.8485 0.03
C 22.1195 14.1356 15.7091 -0.20
S 21.4724 14.2109 17.4457 0.81
O 21.8280 12.9425 18.1272 -0.57
C 22.6282 15.4799 17.9272 -0.27
H 21.8587 15.0840 15.2876 0.01
H 21.7578 13.1879 15.2531 0.02
H 23.1773 14.0023 15.8538 0.05
H 22.3961 15.8088 18.9815 0.06
H 22.4025 16.3513 17.2678 0.03
H 23.7023 15.2910 17.8106 0.07
C 15.0487 11.7586 17.4208 -0.27
S 13.3264 11.9303 17.0029 0.84
O 13.2865 12.7929 15.7776 -0.56
C 13.0573 10.2036 16.4955 -0.22
H 15.0998 11.0194 18.2226 0.05
H 15.4172 12.7019 17.8391 0.04
H 15.6122 11.4677 16.5166 0.06
H 13.7374 9.8990 15.7041 0.05
H 12.0290 10.2842 16.1876 0.03
H 13.1645 9.5411 17.3388 0.05
C 14.9273 20.5232 15.5274 -0.23
S 15.8583 18.9605 15.4853 0.82
O 17.3290 19.3211 15.4054 -0.55
C 15.6897 18.5376 17.2087 -0.26
H 15.0526 20.9192 14.5425 0.01
H 15.4636 21.1572 16.2876 0.08
H 13.8861 20.2989 15.7168 0.05
H 16.0893 19.3590 17.7646 0.05
H 16.2809 17.5848 17.2597 0.04
H 14.6934 18.2686 17.5449 0.03
C 20.1760 19.0144 16.9809 -0.22
S 21.2103 18.7447 15.4204 0.86
O 21.6475 17.3256 15.2384 -0.58
C 19.8819 18.9274 14.1996 -0.28
H 19.2717 18.3703 16.9545 0.04
H 19.8900 20.0677 17.0021 0.05
H 20.8695 18.7554 17.7963 0.03
H 19.2276 18.0738 14.1774 0.02
H 20.4633 18.7549 13.2993 0.04
H 19.4609 19.9239 14.1888 0.06
C 19.5729 17.3529 20.7585 -0.23
S 17.9217 17.1255 19.8822 0.82
O 18.2144 16.2401 18.7155 -0.58
C 17.1387 16.1607 21.2196 -0.25
H 20.2534 17.8811 20.0202 0.04
H 19.9806 16.3617 21.0633 0.06
H 19.3621 18.0560 21.5883 0.05
H 17.7982 15.3486 21.4209 0.00
H 16.1127 15.8878 20.9535 0.04
H 16.9462 16.7677 22.1150 0.06
C 16.6829 13.3499 14.1630 -0.21
S 17.6238 14.8296 13.6823 0.86
O 16.7134 15.9378 13.1963 -0.57
C 18.1204 15.3212 15.3319 -0.22
H 16.1479 13.6684 15.0357 0.04
H 17.4832 12.6312 14.2907 0.03
H 16.1188 13.0292 13.2843 0.05
H 18.7369 16.1821 15.2306 0.02
H 18.6969 14.4886 15.7281 0.04
H 17.2078 15.5117 15.9171 0.07
```

* LUMO energy: -0.04 eV
* multiplicity: 1
* HOMO: -8.478 eV
* max |F|: 3.715 eV Å⁻¹
* orbital gap: 0.3102 Ha